[1]
{
  "formula": "C2H14NO4",
  "method": "the ωB97M-V functional and the def2-TZVPD basis",
  "symbols": ["C", "C", "N", "H", "H", "H", "H", "H", "H", "H", "H", "O", "H", "H", "O", "H", "H", "O", "H", "H", "O"],
  "positions_angstrom": [[0.74481, 1.76743, -0.50531], [-0.15630, -0.50183, -0.92239], [-0.28917, 0.68538, -0.33547], [0.68791, 2.29593, 0.44775], [0.65454, 2.48989, -1.31478], [1.62211, 1.14368, -0.62717], [0.68746, -0.62871, -1.55265], [-0.77414, -1.36002, -0.73915], [-0.99371, 0.97375, 0.33128], [0.78642, -0.97552, 4.21786], [-0.35386, -0.02143, 4.17820], [0.60148, -0.03679, 4.31222], [0.96193, -0.80927, -4.26266], [-0.43088, -0.28472, -4.00202], [0.24909, -0.85261, -3.60694], [1.68871, -1.64747, 1.27748], [2.16182, -0.90431, -0.05314], [1.57846, -0.88900, 0.70323], [-3.60586, -0.57470, 0.34541], [-3.01501, 0.47339, 1.28374], [-2.80579, -0.34306, 0.82449]],
  "nbo_charge": [-0.4012, -0.2827, -0.5949, 0.1947, 0.1744, 0.1825, 0.1616, 0.1825, 0.3826, 0.4628, 0.4642, -0.9270, 0.4595, 0.4706, -0.9336, 0.4724, 0.4708, -0.9441, 0.4751, 0.4650, -0.9353],
  "s_squared": 0.75,
  "e_above_lowest_ev": 0.665,
  "lumo_ev": [0.56, 0.53],
  "orbital_gap_ev": [4.80, 9.49],
  "homo_ev": [-4.240, -8.967],
  "spin_multiplicity": 2,
  "e_tot_ha": -440.1709
}

=====

[2]
{
  "formula": "C19H14O6PPtS",
  "method": "the ωB97M-V functional and the def2-TZVPD basis",
  "symbols": ["Pt", "O", "S", "O", "O", "O", "O", "C", "O", "C", "C", "C", "C", "C", "C", "P", "C", "C", "C", "C", "C", "C", "C", "C", "C", "C", "C", "C", "H", "H", "H", "H", "H", "H", "H", "H", "H", "H", "H", "H", "H", "H"],
  "positions_angstrom": [[0.25875, -0.08180, -0.16624], [-1.92213, -1.52806, -2.70163], [-0.81941, -1.90013, -1.89811], [-0.32756, -3.22984, -1.86477], [0.31401, -0.88756, -2.01040], [-1.11723, -1.42882, -0.37335], [-0.28631, 2.32737, 2.88962], [0.47417, 1.85364, 2.11038], [0.08651, 1.53863, 0.82674], [1.93288, 1.60577, 2.37347], [2.71849, 2.61354, 2.88907], [4.07839, 2.38617, 3.10496], [4.64121, 1.15304, 2.82445], [3.84930, 0.12270, 2.32239], [2.49902, 0.35354, 2.10278], [1.45723, -0.96592, 1.52036], [0.32726, -1.52925, 2.75565], [0.41597, -1.00468, 4.04983], [-0.46993, -1.44371, 5.01793], [-1.43315, -2.38961, 4.69378], [-1.51856, -2.90900, 3.40604], [-0.64310, -2.48324, 2.42538], [2.37808, -2.27292, 0.75745], [2.39991, -3.52922, 1.36976], [3.11286, -4.55890, 0.77762], [3.78122, -4.33847, -0.41787], [3.75541, -3.08742, -1.02716], [3.05743, -2.04899, -0.44403], [2.27156, 3.57359, 3.11064], [4.69760, 3.18385, 3.49199], [5.69479, 0.98321, 2.99642], [4.28305, -0.84702, 2.11452], [1.16512, -0.26412, 4.29797], [-0.41167, -1.04421, 6.02052], [-2.12860, -2.72538, 5.45139], [-2.27457, -3.64313, 3.16463], [-0.71806, -2.88281, 1.42395], [1.86694, -3.69999, 2.29577], [3.13779, -5.53292, 1.24573], [4.32500, -5.14899, -0.88414], [4.27367, -2.92639, -1.96201], [3.04217, -1.07965, -0.92754]],
  "nbo_charge": [1.2464, -0.8536, 2.5274, -0.8848, -0.8837, -0.7720, -0.4629, 0.7580, -0.7037, -0.1207, -0.1534, -0.1430, -0.2049, -0.0920, -0.4727, 1.4411, -0.4058, -0.1833, -0.1893, -0.1334, -0.1991, -0.1744, -0.5021, -0.1499, -0.1976, -0.1301, -0.2116, -0.0980, 0.2521, 0.2434, 0.2428, 0.2302, 0.2338, 0.2403, 0.2388, 0.2424, 0.2502, 0.2347, 0.2407, 0.2393, 0.2412, 0.2191],
  "e_above_lowest_ev": 0.000,
  "lumo_ev": -6.26,
  "orbital_gap_ev": 7.07,
  "homo_ev": -13.325,
  "e_tot_ha": -2042.4201,
  "charge": 1
}

=====

[3]
{
  "formula": "C19H17NO6S",
  "method": "the ωB97M-V functional and the def2-TZVPD basis",
  "symbols": ["C", "O", "C", "C", "C", "C", "C", "O", "C", "C", "C", "C", "C", "C", "O", "N", "O", "C", "C", "C", "C", "C", "S", "C", "C", "O", "O", "H", "H", "H", "H", "H", "H", "H", "H", "H", "H", "H", "H", "H", "H", "H", "H", "H"],
  "positions_angstrom": [[-4.85986, 3.27015, 0.00837], [-3.48359, 3.66669, -0.10477], [-2.48797, 2.74584, -0.12360], [-2.69522, 1.37012, -0.15267], [-1.65260, 0.46488, -0.31590], [-0.31812, 0.90565, -0.32973], [0.79593, 0.00613, -0.35408], [1.90343, 0.48657, -0.15721], [0.72836, -1.45181, -0.56578], [1.85458, -2.22730, -0.73990], [1.87407, -3.67289, -0.96976], [0.73663, -4.52333, -0.89965], [0.81193, -5.86869, -1.19217], [2.05622, -6.40954, -1.59576], [2.12769, -7.76674, -1.81562], [3.00809, -8.20398, -2.84139], [3.52572, -9.33768, -2.68007], [3.19514, -5.58429, -1.72267], [3.12159, -4.22455, -1.39527], [-0.08062, 2.31000, -0.25453], [-1.15798, 3.23074, -0.14441], [-0.82278, 4.70268, -0.13329], [0.40786, 5.18848, 1.17346], [0.07611, 4.13169, 2.64199], [0.48753, 4.88918, 3.87756], [-0.39061, 5.14128, 4.69311], [1.78994, 5.13490, 4.08048], [-5.17980, 2.64131, -0.86264], [-5.50124, 4.15280, 0.06122], [-4.97521, 2.68967, 0.90404], [-3.68728, 0.92018, -0.06268], [-1.87657, -0.63231, -0.39575], [-0.23409, -1.93941, -0.71742], [2.81112, -1.68463, -0.71404], [-0.23645, -4.12315, -0.58979], [-0.05766, -6.48906, -1.04167], [4.19104, -5.94968, -1.97793], [3.98400, -3.59595, -1.43782], [0.96725, 2.69215, -0.25312], [-0.44271, 5.00235, -1.13547], [-1.71104, 5.30628, 0.02688], [-0.98123, 3.86281, 2.70396], [0.58114, 3.17061, 2.57790], [1.79730, 5.60183, 4.92758]],
  "nbo_charge": [-0.2518, -0.5134, 0.4067, -0.3394, -0.1335, -0.1925, 0.5055, -0.5631, -0.3083, -0.0863, -0.1040, -0.1708, -0.2299, 0.2731, -0.3682, 0.3678, -0.2616, -0.2676, -0.1452, -0.1208, -0.1203, -0.5338, 0.1845, -0.6268, 0.7772, -0.5938, -0.6581, 0.1815, 0.2086, 0.1818, 0.2230, 0.2152, 0.1925, 0.2330, 0.2181, 0.2333, 0.2353, 0.2207, 0.2568, 0.2455, 0.2377, 0.2506, 0.2409, 0.4999],
  "e_above_lowest_ev": 3.785,
  "lumo_ev": -1.03,
  "orbital_gap_ev": 7.61,
  "homo_ev": -8.648,
  "e_tot_ha": -1638.4612
}

=====

[4]
{
  "formula": "C34H24IN9O4S2Ti",
  "method": "the ωB97M-V functional and the def2-TZVPD basis",
  "symbols": ["Ti", "C", "C", "N", "C", "C", "N", "C", "C", "C", "C", "C", "N", "C", "C", "N", "C", "C", "N", "C", "C", "C", "N", "C", "C", "H", "H", "H", "H", "H", "H", "H", "H", "H", "H", "H", "H", "I", "C", "C", "C", "C", "C", "C", "C", "O", "O", "H", "H", "H", "H", "N", "C", "C", "C", "C", "C", "C", "S", "O", "O", "N", "C", "S", "C", "C", "N", "H", "H", "H", "H", "H", "H", "H", "H"],
  "positions_angstrom": [[0.26147, -0.07039, -0.66850], [1.06229, 4.20366, -0.85453], [0.96427, 2.85878, -1.18527], [0.38660, 2.01101, -0.34123], [-0.00877, 2.46051, 0.85288], [0.08427, 3.80963, 1.15160], [0.60442, 4.68356, 0.29470], [-0.52066, 1.40505, 1.77594], [-0.86864, 1.58682, 3.07519], [-1.29524, 0.44308, 3.82916], [-1.39613, -0.76850, 3.20246], [-1.05938, -0.90353, 1.83888], [-0.56594, 0.18971, 1.17540], [-1.13168, -2.08206, 1.04045], [-1.72755, -3.29576, 1.45503], [-1.80278, -4.35219, 0.69263], [-1.26962, -4.23852, -0.55494], [-0.70006, -3.07844, -1.00102], [-0.62576, -1.98050, -0.22046], [-1.62513, 0.59349, 5.26475], [-1.30030, -0.38260, 6.19952], [-1.64341, -0.18400, 7.52793], [-2.27427, 0.89779, 7.98100], [-2.57943, 1.83073, 7.08056], [-2.27889, 1.72989, 5.73215], [1.51668, 4.90076, -1.54732], [1.34067, 2.45564, -2.11596], [-0.26952, 4.18979, 2.10079], [-0.78698, 2.55519, 3.54674], [-1.75223, -1.62821, 3.75524], [-2.15524, -3.36199, 2.45002], [-1.31596, -5.10441, -1.20049], [-0.28259, -2.99560, -1.99783], [-0.76091, -1.27502, 5.90818], [-1.38820, -0.93516, 8.26736], [-3.09692, 2.70826, 7.45274], [-2.57564, 2.52008, 5.05439], [4.73331, -4.17134, 5.40410], [4.06405, -2.88273, 3.91874], [2.97703, -3.24757, 3.13656], [2.53981, -2.38326, 2.14326], [3.16609, -1.15955, 1.95052], [4.25070, -0.80607, 2.74281], [4.71243, -1.66973, 3.72339], [2.65480, -0.18117, 0.93658], [2.85894, 1.00976, 1.04974], [1.94875, -0.73325, -0.03343], [2.48351, -4.19675, 3.29402], [1.70909, -2.66100, 1.50737], [4.72134, 0.15605, 2.58955], [5.56276, -1.39856, 4.33364], [-0.16308, 1.99081, -9.03828], [0.08161, 1.44614, -7.79546], [0.77118, 2.18338, -6.82436], [1.05161, 1.62388, -5.59664], [0.65309, 0.31996, -5.31026], [-0.02115, -0.42265, -6.27180], [-0.30494, 0.13616, -7.50332], [0.97862, -0.34580, -3.73012], [0.82001, -1.77491, -3.84146], [2.22162, 0.19750, -3.24279], [-0.10364, 0.29508, -2.71924], [-1.46509, 0.07693, -2.69886], [-2.49255, -0.34680, -4.00927], [-3.82863, -0.31136, -2.91366], [-3.40896, 0.00808, -1.67005], [-2.05722, 0.24867, -1.54253], [-0.10890, 2.98985, -9.12824], [-0.85763, 1.55386, -9.61760], [1.09571, 3.19271, -7.04774], [1.60251, 2.19110, -4.85751], [-0.30661, -1.44432, -6.05847], [-0.82133, -0.44804, -8.25573], [-4.83302, -0.52740, -3.23716], [-4.04864, 0.09583, -0.80448]],
  "nbo_charge": [1.6777, -0.0003, 0.0568, -0.4761, 0.1578, 0.0327, -0.3449, 0.2610, -0.2878, 0.0506, -0.2031, 0.1319, -0.6190, 0.0848, 0.0566, -0.3863, -0.0670, 0.0144, -0.5448, -0.0260, -0.2546, 0.0445, -0.4130, 0.0425, -0.2585, 0.2075, 0.2377, 0.2042, 0.2225, 0.2223, 0.1894, 0.2051, 0.2352, 0.2230, 0.1955, 0.1938, 0.2174, 0.1493, -0.1438, -0.2718, -0.1041, -0.1825, -0.1428, -0.2535, 0.7967, -0.6137, -0.8001, 0.2261, 0.2185, 0.2367, 0.2263, -0.7881, 0.2002, -0.2646, -0.1653, -0.3530, -0.1575, -0.2829, 2.3221, -0.9488, -0.9292, -1.0321, 0.2230, 0.4201, -0.4606, -0.0304, -0.5186, 0.3862, 0.3869, 0.2125, 0.2315, 0.2437, 0.2140, 0.2468, 0.2193],
  "s_squared": 2.02,
  "e_above_lowest_ev": 0.237,
  "lumo_ev": [-0.88, -0.99],
  "orbital_gap_ev": [5.05, 7.55],
  "homo_ev": [-5.935, -8.544],
  "spin_multiplicity": 3,
  "e_tot_ha": -4047.5191
}